Run A
A molecular structure, C4H10NO, computed with wB97M-V/def2-TZVPD.

Values from the calculation:
HOMO-LUMO gap in Ha: 0.2637
Net charge: -1

Geometry as XYZ:
```
16
Properties=species:S:1:pos:R:3:lowdin_charge:R:1
C 1.688 0.568 0.057 -0.4513
O 1.812 1.693 -0.579 -0.2380
C 0.463 -0.175 0.277 -0.5230
C -0.869 0.341 -0.295 -0.2196
C -2.013 0.298 0.735 -0.1432
N 0.409 -1.246 1.103 -0.0587
H 1.547 -0.775 -2.077 0.0355
H 2.523 -0.097 0.306 0.1090
H 0.917 0.894 0.936 0.1641
H -0.698 1.365 -0.641 0.0892
H -1.205 -0.220 -1.169 0.0936
H -1.758 -0.556 1.376 0.0356
H -3.006 0.113 0.323 0.0474
H -1.998 1.198 1.356 0.0580
H 1.303 -1.299 -2.554 0.0478
H 0.886 -2.101 0.847 -0.0464
```



Run B
A gas-phase ion, C4H10NO (charge -1), computed with wB97M-V/def2-TZVPD.

Values from the calculation:
HOMO-LUMO gap in Ha: 0.2214
Net charge: -1
SMILES: CCCNC[O-]

Geometry as XYZ:
```
16
Properties=species:S:1:pos:R:3:lowdin_charge:R:1
C 0.703 0.413 -2.186 -0.1361
C 0.652 0.190 -0.665 -0.2869
C -0.768 0.278 -0.073 -0.3369
N -0.750 0.403 1.337 -0.0908
C -0.194 -0.760 2.152 -0.6027
O -0.593 -0.897 3.388 -0.3229
H 0.062 -0.314 -2.678 0.0587
H 0.429 1.455 -2.314 0.0583
H 1.696 0.180 -2.573 0.0545
H 0.968 -0.845 -0.501 0.0890
H 1.358 0.815 -0.122 0.0975
H -1.235 -0.665 -0.450 0.0970
H -1.307 1.089 -0.579 0.0993
H -1.513 0.911 1.753 0.0761
H -0.427 -1.640 1.471 0.0731
H 0.919 -0.611 2.039 0.0728
```



Run C
A molecular structure, C4H10NO, computed with wB97M-V/def2-TZVPD.

Values from the calculation:
HOMO-LUMO gap in Ha: 0.2528
Net charge: -1

Geometry as XYZ:
```
16
Properties=species:S:1:pos:R:3:lowdin_charge:R:1
C -0.255 1.119 0.880 -0.3598
O -0.199 0.320 1.962 -0.2738
C -0.433 0.623 -0.490 -0.4937
C -0.950 -0.836 -0.388 -0.1786
C 0.050 -1.792 0.369 -0.1278
N -0.252 1.392 -1.663 -0.0798
H 2.490 1.203 -0.559 0.0401
H -0.516 2.193 1.003 0.1173
H 0.617 0.578 0.273 0.0802
H -1.969 -0.735 -0.011 0.0989
H -1.121 -1.102 -1.435 0.0788
H 1.108 -1.934 0.039 0.0725
H -0.353 -2.773 0.385 0.0222
H 0.268 -1.578 1.443 0.0580
H 2.512 1.362 0.189 0.0402
H -0.998 1.960 -1.999 -0.0948
```



Stability ranking, top and bottom: run B is the most stable and run C is the least stable.



Run A
A single C2H3NO2S2 molecule, computed with wB97M-V/def2-TZVPD.

Values from the calculation:
HOMO-LUMO gap (alpha / beta) in Ha: 0.3299 / 0.3299
SMILES: O=S1(=O)CSC=N1

Geometry as XYZ:
```
10
Properties=species:S:1:pos:R:3:lowdin_charge:R:1
O 2.265 0.398 -1.426 -0.3460
S 1.603 0.234 -0.178 0.8493
O 2.654 -0.749 1.401 -0.4484
C -0.016 -0.662 -0.423 -0.5146
S -1.287 0.440 0.195 0.9319
C -0.203 1.731 0.599 -0.5235
N 1.037 1.672 0.403 -0.1597
H 0.026 -1.576 0.162 0.0590
H -0.137 -0.861 -1.485 0.0638
H -0.670 2.606 1.028 0.0882
```



Run B
2 unconnected molecules or ions with the total composition C2H3NO2S2, computed with wB97M-V/def2-TZVPD.

Values from the calculation:
HOMO-LUMO gap in Ha: 0.2801

Geometry as XYZ:
```
10
Properties=species:S:1:pos:R:3:lowdin_charge:R:1
C 1.008 -1.372 -0.120 -0.4465
C 1.674 1.414 -0.220 -0.3706
N -1.436 1.157 0.404 -0.3071
O 0.159 -1.332 0.732 -0.1264
O -1.732 -0.551 -1.305 -0.4818
S 2.321 -0.032 -0.166 0.8553
S -1.979 -0.276 0.064 0.8414
H 1.048 -2.050 -0.876 0.0529
H 0.628 1.609 0.050 -0.0780
H -1.691 1.432 1.437 0.0607
```



Run C
A single C2H3NO2S2 molecule, computed with wB97M-V/def2-TZVPD.

Values from the calculation:
HOMO-LUMO gap (alpha / beta) in Ha: 0.3030 / 0.3030

Geometry as XYZ:
```
10
Properties=species:S:1:pos:R:3:lowdin_charge:R:1
C 0.174 -0.522 -1.193 -0.4302
C 0.861 -0.510 0.149 -0.4788
N -1.698 1.091 -0.212 -0.4045
O 0.858 -0.684 2.895 -0.4737
O 1.063 0.929 0.672 -0.3108
S -1.205 0.318 -1.463 0.9097
S 0.194 -0.072 1.707 0.9713
H 0.533 -1.042 -2.097 0.0640
H 1.500 -1.426 0.092 0.1298
H -2.279 1.917 -0.551 0.0233
```



Run D
A single C2H3NO2S2 molecule, computed with wB97M-V/def2-TZVPD.

Values from the calculation:
HOMO-LUMO gap in Ha: 0.3257
SMILES: O=S1(=O)C=CSN1

Geometry as XYZ:
```
10
Properties=species:S:1:pos:R:3:lowdin_charge:R:1
O -0.770 0.761 1.773 -0.2938
S -0.638 0.856 0.361 0.6662
O -1.094 2.058 -0.243 -0.2975
C 1.041 0.583 -0.174 -0.2444
C 1.282 -0.698 -0.450 -0.4332
S -0.118 -1.714 -0.724 0.8498
N -1.517 -0.825 -0.471 -0.4084
H 1.824 1.247 0.224 0.1135
H 2.124 -1.220 -0.588 0.0286
H -2.134 -1.049 0.291 0.0192
```



Stability ranking, top and bottom: run D is the most stable and run A is the least stable.



Run A
A single C6H6N2O2S molecule, computed with wB97M-V/def2-TZVPD.

Values from the calculation:
HOMO-LUMO gap (alpha / beta) in Ha: 0.3157 / 0.3157

Geometry as XYZ:
```
17
Properties=species:S:1:pos:R:3:lowdin_charge:R:1
C 2.219 -0.548 -1.023 -0.0531
C 1.960 0.164 0.151 -0.1065
C 1.115 -0.704 -1.867 -0.0611
C 0.770 0.538 0.643 -0.0621
C -0.141 -0.258 -1.434 -0.1201
C -0.345 0.388 -0.258 -0.4072
N -1.613 1.827 1.413 -0.3247
N -2.124 -1.014 1.284 -0.4778
O -2.742 -1.882 0.695 0.0117
O -1.808 -0.898 2.420 0.0494
S -2.015 0.832 0.279 1.0595
H 3.218 -0.822 -0.992 0.0846
H 2.891 0.346 0.685 0.1103
H 1.314 -1.165 -2.856 0.1160
H 0.476 0.924 1.589 0.0838
H -0.893 -0.315 -2.201 0.1050
H -2.283 2.587 1.471 -0.0079
```



Run B
A single C6H6N2O2S molecule, computed with wB97M-V/def2-TZVPD.

Values from the calculation:
HOMO-LUMO gap (alpha / beta) in Ha: 0.2779 / 0.2777

Geometry as XYZ:
```
17
Properties=species:S:1:pos:R:3:lowdin_charge:R:1
C 1.683 0.513 -0.027 -0.0570
C 1.378 -0.860 -0.137 -0.0579
C 0.782 1.589 -0.133 -0.0436
C 0.062 -1.144 -0.346 -0.0378
C -0.557 1.271 -0.352 0.0302
C -0.902 -0.139 -0.437 -0.3276
N -2.952 -0.693 1.215 -0.0117
N -2.166 -0.636 -0.628 0.0238
O -4.677 -0.497 -0.649 -0.2792
O -3.644 1.520 0.145 -0.2954
S -3.543 0.095 -0.067 0.4523
H 2.721 0.621 -0.004 0.0833
H 2.121 -1.662 -0.031 0.1193
H 1.225 2.536 -0.268 0.0935
H -0.255 -2.163 -0.392 0.1133
H -1.475 1.833 -0.183 0.0911
H -3.481 -1.651 1.151 0.1035
```



Stability ranking, top and bottom: run B is the most stable and run A is the least stable.